This record from OMol25 describes a molecular structure, C4H2CaFLiO4 in a non-equilibrium geometry. The level of theory is ωB97M-V with the def2-TZVPD basis set.

Geometry (Å):
1 O -0.529 -3.261 1.474
2 C -0.397 -4.164 2.189
3 O -0.276 -5.073 2.898
4 O 0.884 2.392 -0.771
5 C 0.056 2.245 -1.753
6 C 0.875 1.215 0.093
7 O -0.607 1.121 -1.639
8 C -0.358 0.465 -0.356
9 Li -0.433 3.779 -3.138
10 H 0.821 1.542 1.136
11 H 1.810 0.677 -0.097
12 F -1.435 0.884 0.438
13 Ca -0.411 -1.821 -0.474

- Net charge: +2
- Relative energy (zero: lowest compared OMol25 entry of this formula, charge and spin): 0.000 eV
- Total energy: -33715.6376 eV
- Orbital gap: 8.62 eV